1.
{
  "formula": "H80O40",
  "method": "the ωB97M-V functional and the def2-TZVPD basis",
  "total_energy_ev": -83197.46169,
  "total_charge": 0,
  "homo_lumo_gap_ev": 9.81,
  "e_lumo_ev": -0.440,
  "species": ["H", "H", "O", "H", "H", "O", "H", "H", "O", "H", "H", "O", "H", "H", "O", "H", "O", "H", "O", "H", "H", "O", "H", "H", "O", "H", "H", "O", "H", "H", "O", "H", "O", "H", "H", "O", "H", "H", "O", "H", "H", "O", "H", "H", "O", "H", "H", "O", "H", "H", "O", "H", "O", "H", "H", "O", "H", "O", "H", "H", "O", "H", "H", "O", "H", "H", "O", "H", "H", "O", "H", "H", "O", "H", "H", "O", "H", "H", "O", "H", "H", "O", "H", "H", "O", "H", "H", "O", "H", "O", "H", "H", "O", "H", "H", "H", "H", "H", "H", "O", "H", "H", "O", "H", "H", "O", "H", "H", "O", "H", "H", "O", "H", "H", "O", "H", "H", "O", "H", "H"],
  "positions_angstrom": [[-1.9223, -1.9761, -0.6615], [-0.8764, -1.2698, -0.1840], [-1.4888, -1.1517, -0.9534], [-4.5326, -2.5298, -3.8098], [-3.0202, -2.3043, -3.8743], [-3.7596, -2.3756, -3.2617], [0.5411, 2.7429, 2.6948], [1.2643, 2.9660, 1.4227], [1.2091, 3.3388, 2.3126], [2.0988, -4.6421, 0.8697], [1.0961, -4.7303, -0.1074], [1.4614, -4.0176, 0.5135], [-4.6274, -1.6719, 0.4797], [-3.9654, -2.1047, -0.7816], [-4.8118, -2.1831, -0.3290], [-5.0869, 2.9646, 1.3785], [-4.2074, 3.0401, 1.7034], [5.1853, -3.0001, 3.1480], [4.4343, -3.3206, 2.6459], [3.1227, 4.6724, 0.8664], [4.4175, 4.7318, 1.3600], [3.5381, 4.8939, 1.7212], [-0.2398, -0.1354, -5.1040], [-0.4606, -0.6793, -3.7180], [-0.9421, -0.3666, -4.4910], [-3.5825, -1.1630, 1.6638], [-3.0751, -0.1472, 0.6567], [-3.7448, -0.2476, 1.3496], [0.1981, -4.1803, 1.9673], [0.3129, -3.8343, 3.5161], [-0.2859, -3.9552, 2.7805], [-6.0335, -0.1084, -1.4681], [-6.5045, 0.6408, -1.7653], [4.9510, -3.1581, -0.7893], [3.6496, -2.7734, 0.0163], [4.0183, -3.3549, -0.6577], [5.7700, 1.5394, -1.3420], [4.9197, 2.0220, -0.0750], [4.9001, 1.5325, -0.9282], [-2.4331, 1.3202, 4.7208], [-2.9223, 0.5467, 3.6096], [-2.3358, 0.4608, 4.3671], [1.8847, -1.7072, 4.8528], [2.1185, -0.2313, 4.7346], [1.7489, -0.8868, 5.3377], [4.0162, 0.2356, 0.2465], [2.8120, 0.2102, -0.7641], [3.2727, -0.2698, -0.0738], [3.4735, 0.3080, 2.2818], [3.8157, -1.0903, 2.6129], [3.2179, -0.3934, 2.9093], [3.0955, -2.8395, -3.1224], [2.8919, -2.8440, -4.0750], [0.3596, 5.8406, 0.5152], [0.1772, 4.4278, 1.2866], [0.2477, 4.8919, 0.4224], [-1.8344, 5.3381, -0.0432], [-2.7333, 5.2250, -0.3803], [4.1664, -0.0200, -2.7052], [3.3832, -1.1230, -3.4464], [3.7205, -0.2176, -3.5375], [3.1973, -5.5511, -1.1504], [2.7908, -4.7806, -2.2096], [3.1987, -5.6579, -2.1167], [-1.4300, 1.6261, -2.8323], [-1.5192, 0.1829, -2.3105], [-1.0771, 1.0130, -2.1878], [-0.2495, 0.6753, 3.4814], [-0.0470, 2.0045, 4.0826], [0.1044, 1.5459, 3.2397], [-1.7636, 5.1871, 2.3527], [-2.7836, 4.0384, 1.9145], [-2.2475, 4.4069, 2.6229], [1.1088, 4.6057, -2.8241], [1.8640, 5.0859, -3.8259], [1.2063, 4.3889, -3.7742], [1.0632, -1.9759, -1.9460], [1.7251, -2.0483, -0.4548], [1.8521, -2.0200, -1.4015], [1.3493, 0.1108, -6.3301], [2.5169, 0.3093, -5.3158], [1.5614, 0.4904, -5.4687], [-3.7869, -3.8175, 2.5327], [-4.7894, -4.3682, 1.3486], [-3.9934, -3.8871, 1.5790], [-0.8672, -4.6616, -0.8051], [-0.4990, -5.7314, 0.2921], [-0.2962, -5.4512, -0.5928], [-2.8530, -4.9795, -1.0775], [-2.4601, -4.1471, -0.7842], [0.7503, 1.8256, -1.2742], [2.2260, 1.6687, -1.7488], [1.6685, 1.8267, -1.0048], [2.2653, -3.5664, -4.1732], [-3.6318, 2.4268, 1.2458], [-2.8049, 4.4139, -0.8899], [4.7901, -3.7619, 1.9022], [-6.1539, 0.7712, -2.6539], [-3.0474, -3.9108, -0.0408], [4.2326, 1.9407, 1.4464], [4.3964, 2.3859, 2.2707], [3.3240, 1.9494, 1.1381], [-0.3035, -0.9652, 1.4939], [0.6505, -0.9371, 1.3712], [-0.6895, -0.1081, 1.6642], [3.6136, 4.2219, -1.7410], [4.4363, 3.7483, -1.8590], [2.8438, 3.6711, -1.5904], [-2.9600, -2.6328, 3.5433], [-2.0097, -2.4794, 3.4517], [-3.2309, -2.1282, 4.3202], [-3.2589, 2.5968, -0.6853], [-3.8520, 2.4125, -1.4230], [-2.3553, 2.5225, -0.9583], [-3.4039, 0.7956, -3.5944], [-3.4427, -0.1688, -3.5690], [-2.5749, 0.9051, -4.0736], [-2.0190, 3.2467, 4.2763], [-1.9321, 4.2061, 4.2916], [-2.2578, 3.0469, 3.3653]],
  "mulliken_charge": [-0.03, -0.13, 0.42, 0.24, 0.30, -0.50, 0.62, 0.11, -0.79, 0.29, 0.33, -0.58, 0.53, 0.10, -0.65, 0.26, -0.63, 0.28, -0.58, 0.30, 0.30, -0.57, 0.27, 0.22, -0.50, 0.37, 0.33, -0.74, 0.34, 0.25, -0.55, 0.34, -0.64, 0.19, 0.15, -0.37, 0.23, 0.30, -0.46, 0.29, 0.30, -0.56, 0.29, 0.32, -0.64, 0.28, -0.14, -0.20, 0.34, 0.22, -0.43, 0.20, -0.74, 0.28, 0.44, -0.57, 0.30, -0.66, 0.32, 0.44, -0.73, 0.33, 0.24, -0.66, 0.22, -0.40, 0.33, 0.28, 0.24, -0.60, 0.22, 0.33, -0.63, 0.23, 0.31, -0.56, 0.06, -0.31, 0.47, 0.30, 0.30, -0.64, 0.30, 0.25, -0.55, 0.44, 0.29, -0.78, 0.29, -0.62, -0.17, 0.26, 0.22, 0.37, 0.18, 0.34, 0.28, 0.29, 0.28, -0.76, 0.29, 0.25, -0.15, 0.04, 0.02, -0.64, 0.30, 0.23, -0.62, 0.27, 0.26, -0.45, 0.17, 0.30, -0.63, 0.36, 0.24, -0.73, 0.27, 0.58]
}

2.
{
  "formula": "H80O40",
  "method": "the ωB97M-V functional and the def2-TZVPD basis",
  "total_energy_ev": -83190.20389,
  "total_charge": 0,
  "homo_lumo_gap_ev": 9.10,
  "e_lumo_ev": -0.585,
  "species": ["H", "H", "O", "H", "H", "O", "H", "H", "O", "H", "H", "O", "H", "H", "O", "H", "O", "H", "O", "H", "H", "O", "H", "H", "O", "H", "H", "O", "H", "H", "O", "H", "O", "H", "H", "O", "H", "H", "O", "H", "H", "O", "H", "H", "O", "H", "H", "O", "H", "H", "O", "H", "O", "H", "H", "O", "H", "O", "H", "H", "O", "H", "H", "O", "H", "H", "O", "H", "H", "O", "H", "H", "O", "H", "H", "O", "H", "H", "O", "H", "H", "O", "H", "H", "O", "H", "H", "O", "H", "O", "H", "H", "O", "H", "H", "H", "H", "H", "H", "O", "H", "H", "O", "H", "H", "O", "H", "H", "O", "H", "H", "O", "H", "H", "O", "H", "H", "O", "H", "H"],
  "positions_angstrom": [[3.4856, -4.2637, -3.5284], [3.6018, -5.1217, -2.2408], [3.1746, -5.0189, -3.0188], [1.1532, -5.8459, 2.7145], [0.9471, -4.4703, 2.2621], [0.6993, -5.1012, 3.0710], [2.2727, -1.6219, -3.5532], [2.9230, -2.0200, -2.1819], [3.0884, -1.4610, -3.0616], [-3.3596, 2.1741, -4.7113], [-2.3243, 2.9776, -3.9214], [-2.3786, 2.3703, -4.6071], [5.5608, -0.2547, 1.5050], [6.2090, -1.0494, 2.7249], [5.4918, -1.0216, 2.2056], [-2.2680, 5.3507, -1.8228], [-2.0040, 4.8069, -2.6107], [-5.4707, -1.1012, 2.1198], [-5.4076, -0.4792, 1.4092], [-0.0831, 1.9771, -3.3987], [0.8393, 1.0123, -3.2769], [-0.0821, 1.0292, -3.3674], [2.4828, 4.8280, -1.1222], [1.6514, 3.8322, -0.1265], [2.4319, 4.4075, -0.2376], [0.5327, 3.0098, -5.0466], [1.9829, 3.3644, -5.6785], [1.4902, 2.6371, -5.2951], [1.2858, -4.5856, -1.0158], [0.9430, -3.0680, -0.7395], [0.5303, -4.0246, -1.0206], [-3.4160, 0.4953, 2.9918], [-2.8740, 1.2824, 3.0085], [3.4442, 2.4348, -2.3677], [3.1079, 0.8690, -2.7177], [2.7782, 1.9085, -2.7509], [0.3679, -3.3985, -2.9550], [-0.7697, -2.3734, -2.9816], [-0.0220, -2.6113, -3.4150], [1.2160, 1.8901, 2.7528], [2.0402, 0.9933, 3.5481], [1.3944, 0.9236, 2.7415], [-2.2573, 2.9443, -0.1683], [-2.8892, 3.8709, 0.9509], [-2.1582, 3.8047, 0.2098], [-2.4866, -0.8321, -3.6813], [-1.7741, 0.1172, -2.7286], [-2.5873, -0.4720, -2.8531], [-1.5457, -0.9148, 5.9258], [-2.7194, -1.4295, 5.0044], [-1.8197, -0.8164, 5.1168], [-4.6493, -0.5220, -1.1336], [-4.1623, -1.1796, -0.6996], [2.4337, -4.3939, 4.3084], [3.3337, -3.2135, 4.5909], [3.2594, -4.1230, 4.3336], [-1.0010, 4.1084, 1.8697], [-0.0572, 4.4777, 1.5369], [2.2284, 0.6537, -0.0189], [1.0575, 0.6133, -1.0885], [1.4527, 0.1088, -0.3742], [5.3201, 3.9714, 0.8031], [4.2846, 3.4701, -0.2916], [5.0262, 3.3552, 0.2028], [2.1828, -2.2307, 0.5903], [3.5514, -3.2063, 0.1923], [2.5755, -2.7875, -0.1223], [-0.7924, 0.3448, -4.9695], [-1.2739, 1.5779, -5.5971], [-1.4089, 0.6263, -5.7996], [-3.4852, -2.3303, -4.2907], [-4.4169, -2.4063, -3.0387], [-4.2266, -2.7440, -3.9199], [6.2781, -2.0293, -1.9755], [5.7583, -1.3625, -0.8752], [6.3500, -2.0730, -1.0884], [5.4869, 0.3904, -0.6646], [4.0531, -0.1167, -0.9956], [4.7094, -0.0007, -0.3040], [-6.1175, -0.4422, -2.9726], [-6.2723, 0.9990, -2.5373], [-6.2606, 0.1068, -2.2023], [-1.4542, -0.6641, 0.4762], [-0.2652, -0.1430, 0.8191], [-1.0537, 0.2296, 0.6245], [-4.1191, 1.5283, 0.6266], [-2.8217, 1.3995, 1.2211], [-3.2208, 1.4938, 0.3765], [-2.9515, 4.9890, 2.6363], [-2.9907, 4.0773, 2.9789], [-1.4447, -4.3828, 2.4188], [-1.7416, -4.2527, 0.9811], [-1.7098, -3.7719, 1.7945], [-3.3330, -0.8305, -0.2313], [-1.3108, 4.4035, -2.3479], [-0.2679, 4.3668, 0.5699], [-4.8301, -0.9011, 0.7479], [-1.9505, 0.9168, 3.0556], [-3.0100, 4.1360, 4.0602], [1.4836, 4.5338, -3.2866], [1.0456, 4.8235, -4.0683], [1.0082, 3.6976, -3.0558], [-1.9218, -4.0326, 4.9919], [-1.3615, -4.8814, 4.8013], [-1.7014, -3.6175, 4.1755], [-0.6098, 2.0483, -1.1914], [-0.6845, 1.3112, -0.3681], [-1.3475, 1.7169, -1.7067], [2.0368, -2.0209, 5.6117], [2.1213, -1.4156, 6.3145], [1.1218, -2.5175, 5.6790], [1.8110, -1.5482, 1.9328], [2.1572, -1.9468, 2.8416], [1.8389, -0.6481, 1.9038], [-1.6371, 2.0833, 5.5936], [-2.5438, 1.9920, 5.3311], [-1.2768, 1.4787, 5.2215], [-1.9428, -1.5389, 2.3815], [-1.1095, -1.2639, 2.5600], [-1.6597, -2.4450, 2.0009]],
  "mulliken_charge": [0.31, 0.28, -0.59, 0.31, 0.32, -0.61, 0.30, 0.30, -0.69, 0.25, 0.24, -0.54, 0.29, 0.25, -0.57, 0.35, -0.62, 0.31, -0.61, -0.35, -0.11, 0.77, 0.32, 0.23, -0.66, 0.19, 0.30, -0.49, 0.29, 0.40, -0.79, 0.29, -0.64, 0.27, 0.22, -0.53, 0.36, 0.28, -0.58, 0.22, 0.21, -0.50, 0.50, 0.27, -0.76, 0.22, -0.12, -0.22, 0.22, 0.29, -0.51, 0.27, -0.80, 0.30, 0.30, -0.60, 0.44, -0.75, 0.17, -0.28, 0.36, 0.26, 0.33, -0.57, 0.30, 0.24, -0.42, 0.27, 0.35, -0.72, 0.32, 0.33, -0.65, 0.31, 0.34, -0.62, 0.32, 0.04, -0.50, 0.32, 0.30, -0.66, 0.18, -0.33, 0.48, 0.20, 0.34, -0.59, 0.31, -0.62, 0.09, 0.25, -0.41, 0.23, 0.23, 0.37, 0.53, 0.11, 0.27, -0.66, 0.35, 0.24, -0.66, 0.33, 0.33, 0.07, 0.24, 0.02, -0.60, 0.26, 0.32, -0.15, 0.11, 0.04, -0.55, 0.32, 0.19, -0.64, 0.13, 0.48]
}

3.
{
  "formula": "H8IO4",
  "method": "the ωB97M-V functional and the def2-TZVPD basis",
  "total_energy_ev": -16423.08008,
  "total_charge": -1,
  "homo_lumo_gap_ev": 6.55,
  "e_lumo_ev": 2.807,
  "species": ["I", "O", "H", "H", "O", "H", "H", "O", "H", "H", "O", "H", "H"],
  "positions_angstrom": [[-0.3255, 1.4612, -0.0639], [5.4539, 1.1379, 0.8341], [5.4064, 0.3319, 1.3483], [4.5831, 1.2273, 0.4470], [-3.2423, 3.7275, -4.4004], [-4.0368, 3.4812, -3.9266], [-2.5288, 3.5173, -3.7979], [2.5402, -3.7320, -0.1945], [2.9993, -3.9081, 0.6268], [2.1195, -2.8832, -0.0571], [-4.5865, -1.3129, 3.3130], [-4.1641, -0.8521, 2.5881], [-4.2185, -2.1960, 3.2831]],
  "mulliken_charge": [-0.99, -0.65, 0.31, 0.35, -0.66, 0.31, 0.35, -0.65, 0.31, 0.34, -0.66, 0.34, 0.31]
}